{
  "formula": "C6H12O",
  "method": "the ωB97M-V functional and the def2-TZVPD basis",
  "species": ["C", "C", "C", "C", "C", "C", "H", "H", "H", "H", "H", "H", "H", "H", "H", "H", "H", "H", "O"],
  "coordinates": [[-0.661, 1.705, -1.745], [-1.160, 0.270, -1.577], [-0.141, -0.720, -1.137], [0.204, -0.859, 0.198], [1.277, -1.471, 0.875], [1.059, -2.168, 2.039], [0.006, 1.988, -0.945], [-1.510, 2.359, -1.859], [-0.196, 1.811, -2.728], [-1.679, -0.175, -2.389], [-1.920, 0.211, -0.783], [0.305, -1.377, -1.878], [-0.645, -0.686, 0.863], [2.259, -1.452, 0.432], [0.045, -2.449, 2.283], [1.846, -2.290, 2.772], [-0.357, 1.384, 1.782], [0.998, 1.827, 2.184], [0.270, 2.095, 1.615]],
  "homo_lumo_gap_ev": [8.96, 7.32],
  "e_lumo_ev": [-5.6, -7.8],
  "homo_ev": [-14.61, -15.11],
  "multiplicity": 2,
  "charge": 1,
  "molar_mass_da": 100.161
}


{
  "formula": "C6H12O2",
  "method": "the ωB97M-V functional and the def2-TZVPD basis",
  "species": ["C", "C", "C", "C", "C", "C", "H", "H", "H", "H", "H", "H", "H", "H", "O", "H", "H", "O", "H", "H"],
  "coordinates": [[-1.471, 0.867, -0.957], [-0.371, 0.231, -1.320], [0.377, -0.650, -0.355], [1.327, -0.148, 0.419], [-0.097, -2.056, -0.223], [-1.253, -2.367, 0.335], [-2.042, 1.538, -1.582], [-1.797, 0.776, 0.072], [0.058, 0.225, -2.314], [1.860, -0.731, 1.166], [1.673, 0.872, 0.386], [0.540, -2.868, -0.558], [-1.570, -3.372, 0.578], [-1.970, -1.634, 0.691], [-1.115, 1.263, 2.762], [-0.327, 0.907, 2.336], [-1.646, 0.494, 2.926], [2.220, 2.298, -1.366], [2.856, 2.829, -1.864], [2.748, 1.525, -1.130]],
  "homo_lumo_gap_ev": 10.23,
  "smiles": "C=CC(=C)C=C.O.O",
  "e_lumo_ev": 0.7,
  "homo_ev": -9.54,
  "multiplicity": 1,
  "charge": 0,
  "molar_mass_da": 116.160
}


{
  "formula": "C6H12O2",
  "method": "the ωB97M-V functional and the def2-TZVPD basis",
  "species": ["C", "C", "C", "C", "C", "C", "H", "H", "H", "H", "H", "H", "H", "H", "O", "H", "H", "O", "H", "H"],
  "coordinates": [[1.380, 1.322, -0.183], [0.701, 0.545, -1.012], [-0.474, -0.236, -0.577], [-0.445, -1.222, 0.318], [-1.786, 0.250, -1.124], [-2.357, 1.310, -0.571], [2.348, 1.788, -0.366], [1.081, 1.629, 0.813], [1.010, 0.293, -2.023], [-1.388, -1.675, 0.607], [0.450, -1.651, 0.744], [-2.270, -0.304, -1.922], [-3.362, 1.584, -0.866], [-1.857, 1.818, 0.243], [-0.100, 0.680, 2.992], [-0.219, 0.208, 2.159], [0.872, 0.792, 3.115], [2.264, -2.246, -1.115], [2.741, -2.204, -0.275], [1.409, -2.681, -0.959]],
  "homo_lumo_gap_ev": 10.18,
  "smiles": "C=CC(=C)C=C.O.O",
  "e_lumo_ev": 0.6,
  "homo_ev": -9.54,
  "multiplicity": 1,
  "charge": 0,
  "molar_mass_da": 116.160
}


{
  "formula": "C6H12O2",
  "method": "the ωB97M-V functional and the def2-TZVPD basis",
  "species": ["C", "C", "C", "C", "C", "C", "O", "O", "H", "H", "H", "H", "H", "H", "H", "H", "H", "H", "H", "H"],
  "coordinates": [[0.056, -0.621, 0.667], [-0.865, -2.319, 1.127], [1.492, -0.970, 0.355], [-0.408, 2.382, -0.322], [-0.269, 1.134, -1.115], [0.097, 1.018, -2.380], [-0.791, -0.386, -0.309], [-0.017, 0.182, 1.784], [-0.960, 0.334, 1.955], [-0.661, -3.011, 0.315], [-1.925, -2.109, 1.244], [-0.385, -2.581, 2.067], [1.544, -1.575, -0.551], [1.938, -1.511, 1.193], [2.080, -0.062, 0.204], [-1.356, 2.380, 0.224], [-0.407, 3.271, -0.969], [0.408, 2.504, 0.394], [0.198, 1.889, -3.031], [0.232, 0.050, -2.854]],
  "homo_lumo_gap_ev": 9.06,
  "e_lumo_ev": 0.8,
  "homo_ev": -8.26,
  "multiplicity": 1,
  "charge": 0,
  "molar_mass_da": 116.160
}


{
  "formula": "C6H12O2",
  "method": "the ωB97M-V functional and the def2-TZVPD basis",
  "species": ["C", "C", "C", "C", "C", "C", "O", "H", "H", "H", "H", "H", "H", "H", "H", "H", "H", "O", "H", "H"],
  "coordinates": [[2.233, -0.211, 0.265], [1.674, 0.461, -0.740], [0.269, 0.354, -1.283], [-0.680, -0.848, -1.206], [-1.125, -1.180, 0.209], [-2.130, -0.208, 0.793], [-2.757, 0.567, 0.125], [1.629, -0.740, 0.996], [3.238, 0.059, 0.570], [2.419, 0.976, -1.357], [-0.259, 1.202, -0.818], [0.343, 0.665, -2.335], [-0.166, -1.661, -1.715], [-1.565, -0.586, -1.796], [-1.532, -2.193, 0.285], [-0.233, -1.209, 0.851], [-2.279, -0.262, 1.886], [0.342, 1.327, 1.992], [-0.297, 2.035, 2.071], [0.878, 1.454, 1.207]],
  "homo_lumo_gap_ev": 10.65,
  "smiles": "C=CCCCC=O.O",
  "e_lumo_ev": 0.9,
  "homo_ev": -9.76,
  "multiplicity": 1,
  "charge": 0,
  "molar_mass_da": 116.160
}


{
  "formula": "C6H12O2",
  "method": "the ωB97M-V functional and the def2-TZVPD basis",
  "species": ["C", "C", "C", "C", "C", "C", "O", "O", "H", "H", "H", "H", "H", "H", "H", "H", "H", "H", "H", "H"],
  "coordinates": [[1.217, -0.303, 0.449], [0.061, 0.545, -0.068], [1.039, -1.778, 0.083], [2.537, 0.253, -0.098], [-2.551, 0.886, -0.086], [-3.099, -0.087, -0.735], [-1.192, 0.116, 0.514], [-2.512, 2.177, 0.248], [-2.700, 2.280, 1.193], [1.225, -0.211, 1.540], [-0.021, 0.476, -1.160], [0.185, 1.594, 0.206], [2.565, 0.190, -1.190], [0.119, -2.189, 0.503], [1.000, -1.906, -1.003], [1.873, -2.374, 0.460], [3.384, -0.317, 0.287], [2.682, 1.299, 0.182], [-1.760, -0.642, -0.084], [-4.053, -0.008, -1.239]],
  "homo_lumo_gap_ev": 9.19,
  "e_lumo_ev": 0.6,
  "homo_ev": -8.56,
  "multiplicity": 1,
  "charge": 0,
  "molar_mass_da": 116.160
}


{
  "formula": "C6H12O2PS2",
  "method": "the ωB97M-V functional and the def2-TZVPD basis",
  "species": ["C", "C", "C", "C", "C", "C", "O", "O", "P", "S", "S", "H", "H", "H", "H", "H", "H", "H", "H", "H", "H", "H", "H"],
  "coordinates": [[-2.036, -0.470, 0.856], [-0.838, -1.494, 0.588], [-2.167, 0.483, -0.388], [0.412, -0.627, 0.402], [-0.869, 1.129, -0.695], [0.356, 0.186, -0.726], [1.985, 2.309, -1.731], [1.794, 1.894, 0.783], [1.685, 1.435, -0.601], [3.899, -1.444, 0.661], [3.389, -0.927, -1.226], [-2.931, -1.044, 1.107], [-1.841, 0.154, 1.810], [-0.609, -2.274, 1.375], [-1.203, -2.041, -0.339], [-2.461, -0.151, -1.289], [-2.968, 1.223, -0.179], [0.496, 0.038, 1.354], [1.360, -1.256, 0.307], [-1.083, 1.712, -1.575], [-0.566, 1.775, 0.091], [0.293, -0.370, -1.780], [3.904, -0.238, 1.195]],
  "homo_lumo_gap_ev": [3.42, 6.92],
  "e_lumo_ev": [3.0, 1.4],
  "homo_ev": [-0.43, -5.53],
  "multiplicity": 3,
  "charge": -1,
  "molar_mass_da": 211.268
}


{
  "formula": "C6H12O2Rb",
  "method": "the ωB97M-V functional and the def2-TZVPD basis",
  "species": ["Rb", "C", "C", "O", "C", "H", "H", "H", "H", "H", "H", "C", "C", "O", "C", "H", "H", "H", "H", "H", "H"],
  "coordinates": [[-1.579, -2.716, 0.485], [1.501, -0.555, 3.350], [1.373, -0.770, 1.858], [0.287, -0.995, 1.324], [2.611, -0.465, 1.046], [0.731, -1.126, 3.869], [1.124, 0.426, 3.639], [2.491, -0.803, 3.732], [2.337, -0.246, 0.014], [3.213, -1.369, 1.137], [3.173, 0.343, 1.514], [-0.519, 0.677, -1.717], [-1.974, 0.300, -2.002], [-2.514, -0.678, -1.435], [-2.796, 1.280, -2.830], [-0.313, 1.716, -1.977], [0.070, -0.023, -2.309], [-0.287, 0.545, -0.660], [-3.837, 1.128, -2.546], [-2.599, 1.026, -3.872], [-2.494, 2.306, -2.620]],
  "homo_lumo_gap_ev": [7.68, 3.75],
  "e_lumo_ev": [-8.9, -12.8],
  "homo_ev": [-16.62, -16.58],
  "multiplicity": 2,
  "charge": 2,
  "molar_mass_da": 201.628
}


{
  "formula": "C6H12O3S2",
  "method": "the ωB97M-V functional and the def2-TZVPD basis",
  "species": ["C", "C", "C", "C", "C", "C", "O", "O", "O", "S", "S", "H", "H", "H", "H", "H", "H", "H", "H", "H", "H", "H", "H"],
  "coordinates": [[2.155, -1.068, -0.650], [2.380, 0.520, -0.516], [-0.207, -0.378, 0.631], [-0.829, -0.199, 2.226], [-2.319, 0.405, -0.511], [-1.269, -0.640, -0.459], [0.154, 1.762, -0.985], [0.970, 1.939, 1.329], [-0.658, -0.762, -1.742], [1.141, -1.585, 0.756], [0.723, 1.092, 0.160], [1.628, -1.221, -1.644], [3.132, -1.591, -0.435], [3.135, 0.708, 0.280], [2.384, 1.090, -1.458], [-1.778, 0.264, 2.099], [0.003, 0.357, 2.732], [-0.827, -1.319, 2.473], [-1.815, 1.450, -0.703], [-2.869, 0.484, 0.324], [-3.043, 0.254, -1.313], [-1.766, -1.656, -0.472], [-0.425, 0.094, -2.124]],
  "homo_lumo_gap_ev": [5.08, 6.96],
  "e_lumo_ev": [0.6, -3.3],
  "homo_ev": [-4.45, -10.24],
  "multiplicity": 3,
  "charge": 0,
  "molar_mass_da": 196.293
}


{
  "formula": "C6H12O3Tl",
  "method": "the ωB97M-V functional and the def2-TZVPD basis",
  "species": ["O", "C", "C", "C", "C", "O", "H", "H", "H", "H", "H", "H", "H", "C", "C", "O", "Tl", "H", "H", "H", "H", "H"],
  "coordinates": [[5.454, 0.051, 3.045], [4.894, 1.156, 2.437], [3.406, 0.937, 2.110], [2.561, 2.162, 1.922], [1.652, 2.565, 2.868], [0.767, 3.495, 2.803], [5.391, 1.397, 1.466], [4.957, 2.057, 3.093], [2.990, 0.398, 2.981], [3.373, 0.279, 1.218], [2.626, 2.710, 0.973], [1.737, 2.022, 3.845], [3.163, -1.214, 4.141], [1.677, -0.796, 6.551], [3.106, -1.038, 6.097], [3.164, -1.834, 4.933], [5.463, -2.580, 2.242], [1.663, -0.184, 7.465], [1.107, -0.264, 5.774], [1.171, -1.750, 6.761], [3.677, -1.538, 6.899], [3.599, -0.069, 5.904]],
  "homo_lumo_gap_ev": [3.45, 4.30],
  "e_lumo_ev": [4.9, 5.0],
  "homo_ev": [1.48, 0.73],
  "multiplicity": 2,
  "charge": -2,
  "molar_mass_da": 336.542
}